No. 1
DFT (ωB97M-V/def2-TZVPD) results for a molecular structure, C5H8N2O at a distorted geometry.

```
16
Properties=species:S:1:pos:R:3
C -2.057 -0.319 -0.111
C -0.317 0.654 0.338
C 1.117 0.905 -0.112
C 1.601 -0.610 -0.091
C -0.609 -0.712 -0.343
H -2.124 1.802 0.286
H -0.329 0.544 1.439
H 1.739 1.637 0.401
H 1.023 1.234 -1.178
H 2.127 -0.870 -1.010
H 2.301 -0.716 0.763
H 0.361 -1.668 1.093
H -0.513 -0.536 -1.412
N -1.658 1.067 -0.162
N 0.462 -1.593 0.074
O -3.122 -0.820 0.025
```

The value obtained for the frontier orbital gap is 10.447 eV. Its max |F| is 0.0478 Eh/bohr. The calculation puts the energy above the lowest of the compared OMol25 structures with the same formula, charge and spin at 2.539 eV. As for the HOMO energy: -0.3535 Eh. The LUMO energy comes out at 0.828 eV. The total energy comes out at -10340.1867 eV.

---

No. 2
DFT (ωB97M-V/def2-TZVPD) results for a single C5H8N2O molecule at a distorted geometry.

```
16
Properties=species:S:1:pos:R:3
C -2.183 0.542 2.059
C -1.912 -0.647 1.507
C -0.626 -0.787 0.787
C -0.514 -0.880 -0.697
C 2.043 0.688 -1.226
H -3.209 0.781 2.527
H -1.531 1.360 1.951
H -2.417 -1.589 1.571
H 0.075 -1.368 1.349
H -1.353 -0.757 -1.390
H 0.228 -1.630 -1.017
H 1.764 0.733 0.828
H 3.043 1.018 -0.874
N 0.029 0.252 -0.050
N 1.389 0.370 -0.077
O 1.578 0.451 -2.330
```

The value obtained for the frontier orbital gap is 9.393 eV. Its max |F| is 0.0712 Eh/bohr. The structure (SMILES) is C=C[C@H]1CN1NC=O. The calculation puts the energy above the lowest of the compared OMol25 structures with the same formula, charge and spin at 3.626 eV. As for the HOMO energy: -0.3157 Eh. The LUMO energy comes out at 0.803 eV. The total energy comes out at -10339.1005 eV.

---

No. 3
DFT (ωB97M-V/def2-TZVPD) results for a molecular structure, C5H8N2O at a distorted geometry.

```
16
Properties=species:S:1:pos:R:3
C -0.979 1.708 -0.890
C 1.742 -0.790 -0.786
C -0.359 -0.478 0.988
C -0.221 0.862 0.054
C 0.802 -0.095 0.119
N -1.122 -1.628 0.928
O -0.156 0.295 2.139
N 0.556 1.238 1.273
H -2.033 -1.526 1.355
H -0.649 -2.452 1.283
H -1.332 1.109 -1.731
H -0.342 2.507 -1.276
H -1.826 2.171 -0.381
H 2.277 -0.068 -1.402
H 1.180 -1.461 -1.444
H 2.462 -1.393 -0.228
```

The value obtained for the frontier orbital gap is 9.399 eV. Its max |F| is 0.0450 Eh/bohr. The calculation puts the energy above the lowest of the compared OMol25 structures with the same formula, charge and spin at 5.999 eV. As for the HOMO energy: -0.3147 Eh. The LUMO energy comes out at 0.836 eV. The total energy comes out at -10336.7274 eV.

---

No. 4
DFT (ωB97M-V/def2-TZVPD) results for a molecular structure, C5H8N2O at a distorted geometry.

```
16
Properties=species:S:1:pos:R:3
C -1.951 1.523 -1.018
C -0.936 2.113 -0.242
C 0.432 0.207 0.058
C 1.281 -1.946 0.454
C 1.339 -0.466 1.107
H -2.113 0.524 -1.519
H -2.939 2.070 -1.666
H -0.896 3.162 -0.012
H 0.346 -2.322 -1.230
H 1.354 -2.874 1.152
H 2.178 -2.079 -0.150
H 2.100 0.264 1.047
H 0.819 -0.620 2.096
N -0.495 -0.601 -0.383
N -0.059 -2.038 -0.032
O 0.255 1.471 0.129
```

The value obtained for the frontier orbital gap is 9.517 eV. Its max |F| is 0.1450 Eh/bohr. The calculation puts the energy above the lowest of the compared OMol25 structures with the same formula, charge and spin at 6.702 eV. As for the HOMO energy: -0.3262 Eh. The LUMO energy comes out at 0.642 eV. The total energy comes out at -10336.0242 eV.

---

No. 5
DFT (ωB97M-V/def2-TZVPD) results for 2 unconnected molecules or ions with the total composition C5H8N2O at a distorted geometry.

```
16
Properties=species:S:1:pos:R:3
C -2.651 0.031 -1.830
C -0.932 2.642 -0.316
C 1.192 -0.470 1.092
C -1.276 1.365 -0.248
C 0.190 -1.691 -0.438
N -1.890 0.854 -1.386
N 0.140 -0.920 0.688
O -3.474 -0.609 -2.352
H -0.398 3.144 0.418
H -1.069 3.137 -1.184
H 1.383 0.348 1.860
H 2.125 -0.781 0.569
H -1.196 0.615 0.625
H -0.185 -2.689 -0.285
H -0.315 -1.240 -1.266
H 1.384 -1.700 -0.727
```

The value obtained for the frontier orbital gap is 9.928 eV. Its max |F| is 0.0971 Eh/bohr. The structure (SMILES) is C=CN=C=O.C=NC. The calculation puts the energy above the lowest of the compared OMol25 structures with the same formula, charge and spin at 3.208 eV. As for the HOMO energy: -0.3364 Eh. The LUMO energy comes out at 0.773 eV. The total energy comes out at -10339.5183 eV.

---

No. 6
DFT (ωB97M-V/def2-TZVPD) results for a molecular structure, C5H8N2O at a distorted geometry.

```
16
Properties=species:S:1:pos:R:3
C 0.999 0.431 -0.301
C 0.839 -0.674 0.669
C -0.661 0.400 -0.716
N -0.907 -0.448 -1.825
N 1.383 1.722 0.228
C -0.864 -0.714 0.830
C -1.731 -1.112 1.584
O -1.251 1.483 -0.619
H 1.588 0.162 -1.178
H -0.210 -0.383 -2.559
H -1.105 -1.429 -1.667
H 1.452 1.702 1.241
H 0.641 2.394 0.017
H 1.207 -0.501 1.677
H 1.071 -1.667 0.291
H -2.451 -1.366 2.328
```

The value obtained for the frontier orbital gap (spin up / spin down) is 7.823 / 7.823 eV. Its max |F| is 0.1137 Eh/bohr. The calculation puts the energy above the lowest of the compared OMol25 structures with the same formula, charge and spin at 5.316 eV. As for the HOMO energy (spin up / spin down): -0.3186 / -0.3186 Eh. The LUMO energy (spin up / spin down) comes out at -0.846 / -0.845 eV. The total energy comes out at -10337.4097 eV.

---

No. 7
DFT (ωB97M-V/def2-TZVPD) results for a molecular structure, C5H8N2O at a distorted geometry.

```
16
Properties=species:S:1:pos:R:3
C 0.105 -0.419 -1.092
C -0.617 -0.741 0.205
C 1.064 0.177 0.010
C 0.150 1.454 0.503
C -1.118 0.695 0.688
H 0.744 -1.402 -2.594
H 1.135 -2.145 -0.880
H -0.225 0.300 -1.716
H -1.449 -1.515 0.414
H 2.248 0.102 0.116
H 0.153 2.500 0.074
H -0.715 1.784 2.463
H -2.179 0.826 0.610
N 0.388 -1.765 -1.533
N -0.343 1.079 1.852
O 0.659 -0.931 0.879
```

The value obtained for the frontier orbital gap is 9.784 eV. Its max |F| is 0.1163 Eh/bohr. The calculation puts the energy above the lowest of the compared OMol25 structures with the same formula, charge and spin at 5.780 eV. As for the HOMO energy: -0.3247 Eh. The LUMO energy comes out at 0.949 eV. The total energy comes out at -10336.9462 eV.

---

No. 8
DFT (ωB97M-V/def2-TZVPD) results for a single C5H8N2O molecule at a distorted geometry.

```
16
Properties=species:S:1:pos:R:3
C 2.616 -0.162 0.520
C -0.935 1.739 -0.392
C -1.405 0.524 0.349
C -0.798 -0.829 -0.141
C -1.576 -1.864 -0.479
N 0.518 -0.975 0.191
N 1.279 0.005 0.031
O -2.353 0.518 1.095
H 3.293 -0.128 -0.334
H 2.845 0.695 1.155
H 2.747 -1.100 1.065
H -1.355 2.640 0.049
H -1.231 1.671 -1.438
H 0.150 1.809 -0.364
H -1.150 -2.796 -0.812
H -2.645 -1.746 -0.494
```

The value obtained for the frontier orbital gap is 8.952 eV. Its max |F| is 0.0650 Eh/bohr. The structure (SMILES) is C=C(/N=N/C)C(C)=O. The calculation puts the energy above the lowest of the compared OMol25 structures with the same formula, charge and spin at 2.942 eV. As for the HOMO energy: -0.3311 Eh. The LUMO energy comes out at -0.058 eV. The total energy comes out at -10339.7837 eV.

---

No. 9
DFT (ωB97M-V/def2-TZVPD) results for a molecular structure, C5H8N2O at a distorted geometry.

```
16
Properties=species:S:1:pos:R:3
C 1.878 0.420 -0.138
C -1.638 0.509 0.299
C -0.990 -0.687 1.180
C -0.345 -0.857 -0.231
C -1.666 -0.439 -0.877
H 3.714 -0.357 0.083
H 2.143 1.614 -0.107
H -2.510 1.120 0.645
H -1.513 -1.516 1.208
H -0.173 -0.409 1.896
H -0.146 -1.864 -0.666
H -1.435 -0.071 -1.954
H -2.385 -1.307 -1.121
N 2.718 -0.590 0.129
N 0.474 0.285 -0.483
O -0.434 1.405 0.137
```

The value obtained for the frontier orbital gap is 9.911 eV. Its max |F| is 0.1334 Eh/bohr. The calculation puts the energy above the lowest of the compared OMol25 structures with the same formula, charge and spin at 5.979 eV. As for the HOMO energy: -0.3280 Eh. The LUMO energy comes out at 0.987 eV. The total energy comes out at -10336.7470 eV.

---

No. 10
DFT (ωB97M-V/def2-TZVPD) results for a molecular structure, C5H8N2O at a distorted geometry.

```
16
Properties=species:S:1:pos:R:3
C 0.745 0.377 1.603
C -1.398 -0.188 -0.632
C -0.058 -0.671 -1.385
C 1.013 0.324 -1.558
C 0.897 0.088 0.185
H 0.457 1.577 1.704
H 1.303 -0.117 2.406
H -1.034 -0.046 2.660
H -2.287 -0.430 -1.168
H -0.562 -1.427 -2.123
H 0.458 1.349 -1.867
H 2.164 0.107 -1.926
H 0.120 0.816 -0.022
N -0.726 -0.285 1.584
N -1.699 -0.237 0.669
O 0.607 -1.238 -0.129
```

The value obtained for the frontier orbital gap is 9.128 eV. Its max |F| is 0.1230 Eh/bohr. The calculation puts the energy above the lowest of the compared OMol25 structures with the same formula, charge and spin at 9.522 eV. As for the HOMO energy: -0.3019 Eh. The LUMO energy comes out at 0.911 eV. The total energy comes out at -10333.2045 eV.

---

Look up the max |F| of the fourth one. 0.1450 Eh/bohr

---

Repeat the sixth record exactly.
DFT (ωB97M-V/def2-TZVPD) results for a molecular structure, C5H8N2O at a distorted geometry.

```
16
Properties=species:S:1:pos:R:3
C 0.999 0.431 -0.301
C 0.839 -0.674 0.669
C -0.661 0.400 -0.716
N -0.907 -0.448 -1.825
N 1.383 1.722 0.228
C -0.864 -0.714 0.830
C -1.731 -1.112 1.584
O -1.251 1.483 -0.619
H 1.588 0.162 -1.178
H -0.210 -0.383 -2.559
H -1.105 -1.429 -1.667
H 1.452 1.702 1.241
H 0.641 2.394 0.017
H 1.207 -0.501 1.677
H 1.071 -1.667 0.291
H -2.451 -1.366 2.328
```

The value obtained for the frontier orbital gap (spin up / spin down) is 7.823 / 7.823 eV. Its max |F| is 0.1137 Eh/bohr. The calculation puts the energy above the lowest of the compared OMol25 structures with the same formula, charge and spin at 5.316 eV. As for the HOMO energy (spin up / spin down): -0.3186 / -0.3186 Eh. The LUMO energy (spin up / spin down) comes out at -0.846 / -0.845 eV. The total energy comes out at -10337.4097 eV.

---

Which of these has the lowest max |F|? number 3

---

What is the formula in the third record? C5H8N2O